# 1
16
Properties=species:S:1:pos:R:3 method="wB97M-V/def2-TZVPD" de_lowest_kcal_mol=29.84 molar_mass_g_mol=106.190 energy_ev=-17191.5315 lumo_ha=0.0344 smiles="C=CO.CCS" fmax_ev_per_a=1.30
C -0.71 0.28 -3.51
C 0.06 0.37 -4.59
O -0.22 -0.26 -5.78
H -0.49 0.92 -2.66
H -1.46 -0.49 -3.38
H 0.96 0.97 -4.60
H -1.17 -0.28 -5.89
C 0.52 -0.12 4.35
C 0.01 0.27 2.97
S -0.38 -1.14 1.85
H 1.09 -1.04 4.24
H 1.17 0.68 4.71
H -0.27 -0.23 5.10
H 0.85 0.72 2.45
H -0.83 0.96 2.86
H 0.87 -1.61 1.88

---

# 2
116
Properties=species:S:1:pos:R:3 method="wB97M-V/def2-TZVPD" de_lowest_kcal_mol=0.00 molar_mass_g_mol=989.689 energy_ev=-117168.2821 lumo_ha="0.0098 / -0.0351" spin_multiplicity=3 s_squared=2.009 fmax_ev_per_a=2.74
Pd 14.48 14.80 10.37
C 12.10 11.47 11.13
Si 11.86 12.63 9.68
C 10.08 12.81 9.25
C 12.75 12.00 8.10
N 12.44 14.21 10.13
P 11.96 15.71 10.08
C 13.52 16.48 9.90
P 14.17 18.16 9.62
N 15.67 18.26 9.22
Si 17.08 19.16 9.45
C 18.34 18.12 8.42
C 17.52 19.32 11.26
C 16.83 20.95 8.83
C 13.17 18.73 8.17
C 11.88 19.28 8.21
C 11.29 19.78 7.08
C 11.96 19.72 5.84
C 13.29 19.33 5.79
C 13.87 18.80 6.93
C 13.83 18.98 11.20
C 13.58 20.35 11.38
C 13.61 20.93 12.63
C 13.83 20.17 13.78
C 14.09 18.82 13.62
C 14.10 18.26 12.33
C 10.85 16.06 8.75
C 9.50 16.37 8.79
C 8.74 16.57 7.65
C 9.40 16.37 6.43
C 10.75 16.03 6.34
C 11.52 15.94 7.49
C 11.15 16.19 11.63
C 10.94 17.52 11.91
C 10.56 17.95 13.17
C 10.40 17.03 14.22
C 10.57 15.66 13.95
C 10.99 15.29 12.69
H 11.92 10.43 10.80
H 11.34 11.65 11.88
H 13.08 11.55 11.59
H 9.49 11.89 9.15
H 10.02 13.28 8.30
H 9.69 13.50 9.96
H 12.55 10.93 7.97
H 13.84 12.11 8.16
H 12.30 12.57 7.30
H 17.95 17.12 8.52
H 19.35 18.11 8.85
H 18.28 18.47 7.40
H 17.88 18.40 11.68
H 16.59 19.59 11.72
H 18.18 20.14 11.49
H 16.33 20.96 7.88
H 17.74 21.57 8.70
H 16.23 21.56 9.49
H 11.30 19.28 9.12
H 10.29 20.19 7.14
H 11.40 20.08 4.98
H 13.88 19.37 4.90
H 14.89 18.47 6.95
H 13.37 20.94 10.50
H 13.47 22.00 12.81
H 13.90 20.63 14.76
H 14.34 18.23 14.49
H 14.40 17.24 12.21
H 9.00 16.50 9.74
H 7.72 16.89 7.76
H 8.79 16.39 5.50
H 11.09 15.88 5.34
H 12.56 15.65 7.46
H 11.02 18.25 11.15
H 10.28 19.01 13.35
H 10.11 17.38 15.20
H 10.39 14.89 14.73
H 11.23 14.18 12.53
S 16.66 15.46 10.32
C 17.53 14.06 10.68
N 18.91 14.17 10.89
C 19.67 12.97 10.57
C 19.05 11.75 11.22
N 17.69 11.60 10.80
C 17.07 10.32 10.92
C 17.26 9.65 12.25
C 16.98 10.35 13.41
C 17.10 9.75 14.68
C 17.55 8.42 14.73
C 17.91 7.74 13.57
C 17.78 8.36 12.36
C 16.94 12.78 10.70
S 15.24 12.62 10.80
C 19.64 15.41 10.75
C 20.43 15.79 11.96
C 21.60 16.54 11.82
C 22.37 16.90 12.90
C 21.95 16.55 14.17
C 20.80 15.81 14.32
C 20.03 15.43 13.27
H 20.63 13.11 11.03
H 19.75 12.87 9.46
H 19.09 11.95 12.28
H 19.72 10.87 10.98
H 17.45 9.66 10.15
H 16.04 10.42 10.64
H 16.68 11.41 13.36
H 16.86 10.22 15.61
H 17.58 7.87 15.68
H 18.38 6.74 13.72
H 18.07 7.85 11.45
H 18.98 16.24 10.60
H 20.27 15.38 9.83
H 21.94 16.82 10.81
H 23.29 17.48 12.83
H 22.50 16.78 15.04
H 20.55 15.54 15.34
H 19.15 14.82 13.42

---

# 3
9
Properties=species:S:1:pos:R:3 method="wB97M-V/def2-TZVPD" de_lowest_kcal_mol=48.05 molar_mass_g_mol=149.408 energy_ev=-41628.7532 lumo_ha="-0.0532 / -0.0532" smiles=CN(Cl)N(Cl)Cl fmax_ev_per_a=4.28
C -0.61 -0.88 0.22
N 0.42 -0.17 -0.33
Cl 0.19 0.08 -2.20
N 0.95 0.71 0.46
Cl -0.46 2.07 0.98
Cl 2.29 1.46 -0.21
H -1.08 -1.63 -0.50
H -0.28 -1.47 1.03
H -1.40 -0.16 0.55

---

# 4
80
Properties=species:S:1:pos:R:3 method="wB97M-V/def2-TZVPD" de_lowest_kcal_mol=149.59 molar_mass_g_mol=704.496 energy_ev=-74541.3307 lumo_ha=-0.0057 smiles="O=C1OCCO1.O=C1OCCO1.O=C1OCCO1.O=C1OCCO1.O=C1OCCO1.O=C1OCCO1.O=C1OCCO1.O=C1OCCO1" fmax_ev_per_a=6.29
O 8.31 3.03 -4.49
C 7.06 2.80 -4.51
O 6.16 3.77 -4.68
C 4.83 3.31 -4.67
C 5.01 1.80 -4.59
O 6.43 1.60 -4.33
H 4.24 3.75 -3.86
H 4.36 3.59 -5.62
H 4.81 1.38 -5.58
H 4.31 1.41 -3.85
O 1.56 -3.19 0.71
C 2.62 -3.83 0.55
O 3.07 -4.15 -0.63
C 4.05 -5.16 -0.66
C 4.12 -5.35 0.91
O 3.28 -4.48 1.51
H 3.62 -6.02 -1.18
H 4.94 -4.76 -1.15
H 5.13 -5.19 1.31
H 3.96 -6.37 1.24
O 5.34 0.02 6.97
C 4.15 0.04 6.77
O 3.39 -0.99 6.29
C 1.99 -0.57 6.24
C 2.04 0.54 7.31
O 3.33 1.03 7.03
H 1.60 -0.13 5.33
H 1.39 -1.46 6.46
H 2.02 0.45 8.40
H 1.23 1.22 7.05
O 0.43 -0.68 -3.20
C -0.24 -0.13 -2.40
O 0.38 0.56 -1.34
C -0.55 0.92 -0.41
C -1.80 0.12 -0.94
O -1.47 -0.36 -2.17
H -0.29 0.62 0.61
H -0.92 1.93 -0.55
H -2.74 0.67 -0.88
H -1.90 -0.81 -0.37
O -3.98 -7.90 -1.82
C -3.00 -7.48 -1.17
O -1.67 -7.83 -1.22
C -0.97 -7.34 -0.11
C -1.90 -6.36 0.35
O -3.24 -6.67 -0.16
H -0.69 -8.14 0.58
H -0.09 -6.77 -0.40
H -1.48 -5.39 0.08
H -1.89 -6.35 1.44
O -4.03 5.68 -0.47
C -4.39 6.77 -0.03
O -5.62 6.84 0.59
C -5.85 8.05 1.14
C -4.76 8.85 0.47
O -3.77 7.94 0.04
H -6.83 8.34 0.77
H -5.89 8.02 2.23
H -4.35 9.49 1.26
H -5.16 9.42 -0.37
O -2.25 6.18 4.56
C -1.10 5.70 4.50
O -0.13 6.11 5.32
C 0.89 5.14 5.35
C 0.57 4.27 4.14
O -0.67 4.77 3.68
H 1.90 5.55 5.29
H 0.69 4.44 6.16
H 0.57 3.22 4.40
H 1.34 4.51 3.41
O -5.09 -1.46 -5.71
C -4.74 -2.69 -5.87
O -5.29 -3.63 -6.67
C -4.49 -4.72 -6.94
C -3.40 -4.48 -5.92
O -3.55 -3.15 -5.48
H -5.07 -5.65 -6.87
H -4.16 -4.75 -7.98
H -2.34 -4.39 -6.16
H -3.39 -5.09 -5.02

---

# 5
13
Properties=species:S:1:pos:R:3 method="wB97M-V/def2-TZVPD" de_lowest_kcal_mol=32.49 molar_mass_g_mol=115.563 energy_ev=-19293.2100 lumo_ha=0.0209 smiles="C=C[C@@](C)(Cl)C#N" fmax_ev_per_a=4.12
C -1.68 0.11 -0.71
C -0.43 0.13 -1.09
C 0.65 -0.07 -0.09
C 0.25 -0.36 1.36
Cl 1.68 -1.45 -0.65
C 1.53 1.03 -0.13
N 2.20 1.91 -0.49
H -2.49 0.10 -1.41
H -2.03 -0.11 0.33
H -0.14 0.12 -2.15
H -0.29 0.53 1.79
H -0.39 -1.36 1.40
H 1.14 -0.58 1.84

---

# 6
108
Properties=species:S:1:pos:R:3 method="wB97M-V/def2-TZVPD" molar_mass_g_mol=1221.585 energy_ev=-263859.8662 lumo_ha="-0.2396 / -0.1509" spin_multiplicity=4 s_squared=4.188 charge=+1 fmax_ev_per_a=3.11
Mn 1.18 0.38 -1.23
Se 1.60 1.21 5.68
P 0.61 -0.33 4.57
C 1.43 -1.94 4.78
C 1.36 -2.54 6.03
C 2.01 -3.74 6.25
C 2.74 -4.33 5.23
C 2.84 -3.71 3.99
C 2.18 -2.51 3.76
C -1.15 -0.48 5.03
C -1.76 -1.69 5.35
C -3.10 -1.70 5.68
C -3.83 -0.52 5.70
C -3.21 0.69 5.40
C -1.87 0.71 5.07
C 0.76 0.12 2.85
C 0.39 -0.38 1.59
N 1.05 0.41 0.70
N 1.73 1.31 1.36
N 1.58 1.16 2.63
P -0.67 -1.64 0.91
Se -0.44 -1.44 -1.25
C -0.07 -3.27 1.46
C -0.60 -3.86 2.61
C -0.09 -5.07 3.05
C 0.94 -5.69 2.36
C 1.46 -5.11 1.21
C 0.95 -3.90 0.76
C -2.37 -1.49 1.50
C -3.22 -2.56 1.26
C -4.53 -2.51 1.70
C -5.00 -1.37 2.33
C -4.16 -0.29 2.53
C -2.83 -0.34 2.14
H 0.82 -2.05 6.83
H 1.96 -4.21 7.22
H 3.24 -5.27 5.40
H 3.44 -4.15 3.21
H 2.27 -2.03 2.80
H -1.19 -2.61 5.35
H -3.58 -2.63 5.94
H -4.87 -0.53 5.95
H -3.77 1.61 5.43
H -1.36 1.64 4.85
H -1.41 -3.39 3.14
H -0.50 -5.53 3.93
H 1.34 -6.63 2.71
H 2.25 -5.59 0.67
H 1.34 -3.45 -0.14
H -2.85 -3.43 0.72
H -5.18 -3.35 1.54
H -6.03 -1.32 2.64
H -4.53 0.61 3.00
H -2.18 0.50 2.30
C 0.85 -2.37 -6.54
C 1.93 -1.30 -6.39
N 1.56 -0.26 -5.45
C 0.89 0.92 -5.98
C -0.64 0.85 -5.89
C 1.70 -0.43 -4.13
C 2.42 -1.65 -3.64
N 1.27 0.41 -3.24
H 1.24 -3.19 -7.14
H -0.02 -1.97 -7.06
H 0.52 -2.76 -5.58
H 2.10 -0.83 -7.36
H 2.88 -1.75 -6.07
H 1.17 1.02 -7.03
H 1.26 1.81 -5.46
H -1.02 0.02 -6.47
H -1.07 1.76 -6.27
H -0.97 0.71 -4.86
H 3.48 -1.57 -3.90
H 2.02 -2.56 -4.07
H 2.35 -1.71 -2.55
H 0.81 1.23 -3.63
I 2.80 6.00 -5.07
C 3.32 4.30 -3.93
C 4.09 3.30 -4.51
C 4.35 2.15 -3.79
C 3.80 2.00 -2.51
C 3.07 3.03 -1.93
C 2.85 4.19 -2.63
C 3.92 0.65 -1.87
O 4.82 -0.13 -2.08
O 2.87 0.38 -1.13
H 4.48 3.42 -5.51
H 4.94 1.36 -4.21
H 2.71 2.93 -0.91
H 2.31 5.01 -2.19
O -1.67 1.08 0.02
C -1.17 1.95 -0.68
O -0.10 1.79 -1.37
C -1.75 3.34 -0.78
C -0.88 4.42 -0.84
C -1.40 5.71 -0.89
C -2.77 5.94 -0.93
C -3.61 4.84 -0.91
C -3.12 3.55 -0.81
N -5.05 5.05 -0.99
O -5.43 6.18 -1.16
O -5.75 4.08 -0.88
N -0.48 6.84 -0.91
O 0.68 6.59 -1.14
O -0.94 7.93 -0.69
H 0.19 4.27 -0.82
H -3.16 6.95 -0.98
H -3.80 2.71 -0.78